Entry 1:
This record from the OMol25 dataset describes 8 unconnected molecules or ions with the total composition C38H53F18N3O14S at a distorted geometry. The level of theory is ωB97M-V with the def2-TZVPD basis set.

Properties
**Gap between HOMO and LUMO**: 0.2880 Ha
**E**: -4892.673557 hartree
**Charge**: +2

Cartesian coordinates (Å):
C -4.524 -1.578 -7.870
N -4.388 -0.625 -6.700
C -3.929 0.612 -7.013
C -3.501 1.452 -5.996
C -3.453 0.952 -4.662
C -3.914 -0.332 -4.440
C -4.362 -1.099 -5.439
C -2.936 1.811 -3.499
C -3.329 1.574 -2.236
C -2.762 2.220 -1.208
N -1.881 3.160 -1.454
C -1.474 3.495 -2.660
C -2.013 2.870 -3.747
C -1.009 3.675 -0.295
H -5.577 -1.751 -7.967
H -3.999 -2.444 -7.580
H -4.085 -1.106 -8.724
H -3.884 0.813 -8.067
H -3.111 2.440 -6.180
H -3.853 -0.849 -3.468
H -4.652 -2.131 -5.256
H -4.075 0.844 -1.972
H -2.997 1.943 -0.240
H -0.611 4.187 -2.656
H -1.724 3.033 -4.783
H -0.323 2.846 -0.168
H -1.619 3.786 0.587
H -0.487 4.621 -0.650
C 5.073 -5.616 2.752
N 5.523 -4.470 1.775
C 5.899 -3.181 2.509
C 6.765 -4.906 1.041
C 4.455 -4.165 0.714
C 3.047 -3.904 1.220
O 3.073 -2.863 2.198
H 4.648 -6.471 2.245
H 4.226 -5.138 3.294
H 5.879 -5.952 3.329
H 4.954 -2.673 2.680
H 6.576 -2.648 1.888
H 6.368 -3.582 3.451
H 6.631 -5.829 0.457
H 7.539 -5.081 1.846
H 7.090 -4.097 0.406
H 4.454 -5.058 0.050
H 4.777 -3.309 0.134
H 2.575 -4.803 1.679
H 2.362 -3.776 0.316
H 2.147 -2.713 2.365
C -1.751 -1.127 0.949
F -2.360 -2.308 1.064
F -2.583 -0.198 1.419
F -0.715 -1.070 1.788
S -1.343 -0.791 -0.816
O -0.301 -1.800 -1.112
O -2.600 -0.966 -1.479
O -0.828 0.584 -0.808
C 0.722 2.557 2.584
C -0.499 2.906 3.307
O -0.121 4.193 4.085
C 0.579 4.004 5.249
O 0.904 2.994 5.770
C 0.817 5.329 6.097
F 2.151 5.411 6.368
F 0.507 6.343 5.463
F 0.161 5.278 7.212
H 1.568 2.436 3.284
H 0.923 3.321 1.767
H 0.552 1.637 2.002
H -0.871 2.156 3.968
H -1.352 3.337 2.827
C 2.865 -0.484 9.104
C 1.930 -0.954 8.011
O 2.665 -0.395 6.836
C 2.249 -0.717 5.594
O 1.505 -1.590 5.336
C 2.897 0.124 4.476
F 3.087 1.424 4.653
F 4.109 -0.447 4.142
F 2.113 0.015 3.382
H 3.013 0.552 9.305
H 3.829 -0.966 9.031
H 2.456 -0.894 10.062
H 0.882 -0.552 8.091
H 1.997 -2.064 8.001
C 0.629 -0.299 -3.653
C 0.797 -1.720 -3.999
O 0.850 -1.844 -5.407
C -0.303 -1.717 -5.998
O -1.377 -1.547 -5.404
C -0.187 -1.897 -7.566
F -0.850 -2.946 -8.052
F -0.753 -0.780 -8.046
F 1.068 -1.993 -8.033
H 1.103 0.261 -4.420
H 1.124 -0.105 -2.692
H -0.398 0.103 -3.520
H 0.040 -2.386 -3.461
H 1.758 -2.062 -3.540
C -8.625 -1.059 3.039
C -7.795 -0.172 2.196
O -7.508 -0.788 0.945
C -6.471 -0.486 0.235
O -5.604 0.327 0.408
C -6.357 -1.384 -1.002
F -7.535 -1.691 -1.614
F -5.633 -0.814 -1.945
F -5.680 -2.540 -0.655
H -9.380 -1.667 2.477
H -9.159 -0.458 3.742
H -8.039 -1.824 3.563
H -6.848 0.070 2.766
H -8.264 0.803 1.996
C 5.066 3.404 0.310
C 3.694 3.738 -0.203
O 3.760 3.384 -1.630
C 2.664 3.628 -2.352
O 1.607 3.993 -1.913
C 2.834 3.389 -3.851
F 3.869 2.645 -4.160
F 1.713 2.736 -4.273
F 2.918 4.535 -4.510
H 5.083 3.371 1.398
H 5.819 4.033 -0.210
H 5.214 2.378 -0.068
H 3.518 4.826 -0.121
H 2.899 3.097 0.202

Entry 2:
This record from the OMol25 dataset describes a molecular structure, C38H53N6ORbS2Sb2 at a distorted geometry. The level of theory is ωB97M-V with the def2-TZVPD basis set.

Properties
**Gap between HOMO and LUMO**: 0.1839 Ha
**E**: -3184.651720 hartree
**Charge**: -2

Cartesian coordinates (Å):
Rb -0.500 -0.952 -0.682
C -2.535 -2.390 4.004
Sb -2.538 -1.060 2.266
C -4.542 -0.380 2.666
C -1.438 0.537 3.738
C -2.281 1.617 4.192
C -3.195 1.399 5.238
C -4.116 2.349 5.632
C -4.148 3.580 4.995
C -3.230 3.836 3.988
C -2.288 2.898 3.585
C -1.313 3.257 2.525
Sb -1.755 2.249 0.613
C -3.852 2.727 0.705
C -1.331 4.038 -0.568
H -2.956 -1.858 4.854
H -1.520 -2.704 4.241
H -3.137 -3.269 3.794
H -4.561 0.238 3.560
H -5.167 -1.260 2.804
H -4.901 0.187 1.812
H -0.565 0.860 3.171
H -1.129 -0.129 4.540
H -3.176 0.437 5.738
H -4.825 2.122 6.422
H -4.873 4.330 5.286
H -3.239 4.806 3.503
H -0.296 2.973 2.805
H -1.334 4.330 2.331
H -4.007 3.773 0.445
H -4.208 2.549 1.716
H -4.400 2.091 0.016
H -1.749 4.925 -0.092
H -1.781 3.915 -1.551
H -0.259 4.168 -0.692
C 3.445 -3.062 1.846
C 2.629 -1.823 1.472
C 1.344 -1.758 2.303
C 3.396 -0.530 1.642
C 4.015 -0.246 2.849
C 4.642 0.967 3.064
C 4.616 1.924 2.066
C 3.998 1.689 0.846
C 3.948 2.824 -0.160
C 4.733 2.528 -1.443
C 2.504 3.216 -0.487
C 3.400 0.432 0.611
N 2.728 0.177 -0.572
C 3.270 -0.413 -1.573
C 2.638 -0.676 -2.812
C 3.232 -1.291 -3.938
C 2.228 -1.399 -4.891
C 1.074 -0.825 -4.308
N 1.324 -0.402 -3.069
C -0.282 -0.638 -4.951
C -0.116 -0.357 -6.450
C -0.996 0.551 -4.304
C -1.150 -1.890 -4.771
H 2.902 -3.959 1.548
H 3.614 -3.109 2.922
H 4.420 -3.059 1.355
H 2.331 -1.918 0.429
H 1.575 -1.753 3.370
H 0.711 -2.617 2.077
H 0.801 -0.839 2.076
H 4.012 -0.985 3.639
H 5.124 1.177 4.010
H 5.081 2.888 2.243
H 4.431 3.687 0.319
H 4.218 1.790 -2.051
H 5.728 2.152 -1.199
H 4.840 3.440 -2.033
H 1.996 2.394 -0.989
H 2.492 4.090 -1.138
H 1.957 3.454 0.427
H 4.322 -0.745 -1.511
H 4.268 -1.579 -4.049
H 2.327 -1.818 -5.881
H 0.514 0.520 -6.605
H -1.090 -0.173 -6.904
H 0.342 -1.204 -6.958
H -0.369 1.441 -4.364
H -1.201 0.347 -3.253
H -1.944 0.735 -4.812
H -0.707 -2.751 -5.276
H -2.149 -1.729 -5.173
H -1.265 -2.113 -3.708
S -3.638 -0.528 -0.906
C -3.982 -2.164 -1.361
C -4.279 -2.290 -2.732
N -4.506 -2.312 -3.865
C -4.034 -3.276 -0.550
S -3.742 -3.380 1.164
C -4.407 -4.501 -1.134
N -4.727 -5.516 -1.584
N 2.956 -3.716 -1.883
C 1.580 -3.700 -1.824
N 0.968 -3.899 -3.029
O 0.971 -3.651 -0.769
H 3.348 -3.334 -2.732
H 3.394 -3.372 -1.041
H 1.376 -3.453 -3.842
H -0.039 -3.857 -2.995

Entry 3:
This record from the OMol25 dataset describes 4 unconnected molecules or ions with the total composition C38H54BrN4O10 at a distorted geometry. The level of theory is ωB97M-V with the def2-TZVPD basis set.

Properties
**Gap between HOMO and LUMO**: 0.2828 Ha
**E**: -5025.575992 hartree
**Charge**: +1
**Relative energy (zero: lowest compared OMol25 entry of this formula, charge and spin)**: 0.0 kcal/mol

Cartesian coordinates (Å):
C -5.221 3.414 -3.133
C -4.103 2.604 -3.824
C -3.357 1.680 -2.839
C -1.896 1.486 -3.232
C -1.657 0.470 -4.363
C -2.267 -0.914 -4.144
C -1.821 -1.596 -2.834
C -2.896 -1.655 -1.715
C -2.600 -0.730 -0.517
C -2.560 -1.481 0.837
C -1.143 -1.982 1.173
C -0.709 -1.671 2.620
C 0.054 -0.364 2.742
C 1.453 -0.399 2.125
C 2.232 -1.646 2.446
C 2.606 -1.899 3.758
C 3.342 -3.043 4.021
C 3.664 -3.880 2.967
C 3.231 -3.530 1.696
N 2.515 -2.440 1.417
C 2.149 0.901 2.541
C 3.647 0.948 2.294
C 4.538 1.017 3.522
O 5.711 0.824 3.384
C 4.001 1.370 4.866
C 3.389 2.616 5.045
C 2.863 2.982 6.284
C 2.926 2.106 7.369
C 3.553 0.870 7.194
C 4.083 0.506 5.956
N 1.393 1.940 1.763
C 0.069 1.929 1.855
N -0.578 3.111 1.597
N -0.656 0.791 2.083
Br -2.179 1.232 3.156
H -5.190 3.263 -2.055
H -6.198 3.068 -3.454
H -5.122 4.477 -3.327
H -3.385 3.256 -4.312
H -4.572 1.998 -4.593
H -3.898 0.739 -2.805
H -3.396 2.121 -1.842
H -1.511 2.444 -3.580
H -1.270 1.189 -2.386
H -2.056 0.919 -5.268
H -0.579 0.346 -4.461
H -3.352 -0.855 -4.195
H -1.965 -1.540 -4.983
H -0.918 -1.115 -2.461
H -1.556 -2.625 -3.067
H -3.879 -1.428 -2.116
H -2.902 -2.677 -1.343
H -3.349 0.053 -0.428
H -1.638 -0.237 -0.632
H -3.242 -2.325 0.828
H -2.928 -0.799 1.600
H -1.131 -3.063 1.055
H -0.409 -1.560 0.492
H -1.611 -1.570 3.224
H -0.151 -2.472 3.089
H 0.137 -0.138 3.805
H 1.319 -0.350 1.043
H 2.348 -1.253 4.585
H 3.668 -3.291 5.019
H 4.242 -4.780 3.096
H 3.470 -4.183 0.869
H 1.901 1.092 3.581
H 3.874 1.855 1.729
H 3.999 0.131 1.675
H 3.322 3.335 4.236
H 2.379 3.935 6.428
H 2.515 2.375 8.328
H 3.600 0.190 8.030
H 4.559 -0.459 5.851
H 1.745 2.878 1.934
H -0.510 3.874 2.244
H -1.171 3.147 0.785
C 8.377 1.549 4.482
C 8.627 1.030 5.883
O 9.981 1.417 6.118
C 10.270 2.470 5.309
O 11.253 3.127 5.383
O 9.272 2.664 4.410
H 7.353 1.861 4.322
H 8.652 0.824 3.714
H 7.988 1.512 6.627
H 8.518 -0.049 5.966
C -5.622 -4.820 -3.951
C -6.567 -4.281 -2.897
O -6.374 -2.867 -3.011
C -5.911 -2.602 -4.258
O -5.808 -1.515 -4.722
O -5.580 -3.749 -4.898
H -5.979 -5.732 -4.423
H -4.615 -4.986 -3.564
H -7.612 -4.511 -3.114
H -6.328 -4.619 -1.892
C -2.409 -0.091 -8.966
C -3.218 0.771 -9.912
O -3.818 1.716 -9.022
C -3.054 1.796 -7.908
O -3.193 2.607 -7.052
O -2.112 0.821 -7.903
H -1.492 -0.471 -9.409
H -2.985 -0.925 -8.563
H -2.594 1.308 -10.627
H -3.983 0.217 -10.451

Entry 4:
This record from the OMol25 dataset describes 7 unconnected molecules or ions with the total composition C38H54Cl24NO2 at a distorted geometry. The level of theory is ωB97M-V with the def2-TZVPD basis set.

Properties
**Gap between HOMO and LUMO**: 0.2167 Ha
**E**: -12729.732666 hartree
**Charge**: +1
**Relative energy (zero: lowest compared OMol25 entry of this formula, charge and spin)**: 0.0 kcal/mol

Cartesian coordinates (Å):
C 13.288 -1.934 0.599
C 12.145 -1.215 1.271
C 11.975 -1.533 2.739
C 11.334 -0.326 0.619
C 10.427 -0.687 -0.546
C 9.007 -0.142 -0.332
C 8.635 1.147 -1.101
C 9.839 2.094 -1.209
C 7.476 1.898 -0.392
C 6.080 1.595 -0.964
N 5.223 0.801 -0.069
C 5.647 -0.139 0.687
C 4.547 -0.790 1.475
C 3.618 0.464 1.557
C 3.743 0.890 0.090
C 2.969 2.092 -0.410
C 1.536 1.686 -0.845
O 0.562 2.481 -0.214
C -0.148 1.846 0.838
C -1.466 1.233 0.360
O -2.519 1.622 1.224
C -3.776 1.252 0.799
C -4.835 2.049 1.200
C -6.133 1.763 0.811
C -6.420 0.662 0.006
C -7.845 0.289 -0.468
C -8.748 1.501 -0.249
C -7.727 0.005 -1.991
C -8.219 -0.958 0.367
C -9.691 -1.424 0.434
C -10.403 -1.468 -0.925
C -10.557 -0.634 1.427
C -9.653 -2.897 0.974
C -5.344 -0.145 -0.366
C -4.043 0.132 0.022
H 13.650 -1.404 -0.276
H 14.096 -1.954 1.335
H 13.080 -2.986 0.372
H 10.944 -1.425 3.054
H 12.378 -2.525 2.933
H 12.570 -0.840 3.354
H 11.322 0.701 0.984
H 10.815 -0.421 -1.537
H 10.359 -1.775 -0.547
H 8.840 -0.015 0.741
H 8.330 -0.936 -0.674
H 8.309 0.871 -2.106
H 10.399 2.126 -0.276
H 9.548 3.106 -1.484
H 10.529 1.734 -1.970
H 7.534 1.734 0.685
H 7.648 2.962 -0.546
H 6.193 1.021 -1.884
H 5.563 2.520 -1.199
H 6.677 -0.448 0.810
H 3.984 -1.502 0.857
H 4.929 -1.190 2.407
H 2.609 0.347 1.933
H 4.231 1.198 2.087
H 3.395 0.034 -0.504
H 3.461 2.545 -1.271
H 2.874 2.878 0.340
H 1.454 1.872 -1.917
H 1.347 0.623 -0.667
H -0.387 2.607 1.574
H 0.471 1.091 1.332
H -1.363 0.142 0.419
H -1.645 1.489 -0.687
H -4.600 2.916 1.805
H -6.911 2.435 1.141
H -8.996 1.599 0.809
H -9.694 1.391 -0.777
H -8.264 2.433 -0.535
H -7.057 0.752 -2.413
H -8.714 0.170 -2.423
H -7.392 -1.013 -2.174
H -7.628 -1.800 0.004
H -7.898 -0.769 1.396
H -10.747 -0.495 -1.275
H -9.714 -1.859 -1.679
H -11.234 -2.172 -0.900
H -10.096 -0.535 2.409
H -11.488 -1.192 1.557
H -10.861 0.330 1.018
H -10.174 -3.577 0.300
H -8.635 -3.268 1.082
H -10.160 -2.964 1.936
H -5.543 -1.005 -0.991
H -3.251 -0.535 -0.289
C -10.433 1.375 -5.192
Cl -11.795 1.856 -6.204
Cl -10.019 -0.309 -5.518
Cl -9.039 2.401 -5.547
Cl -10.872 1.553 -3.490
C -0.457 4.247 4.787
Cl -1.505 3.219 3.808
Cl -1.258 4.646 6.303
Cl 1.054 3.383 5.128
Cl -0.092 5.729 3.899
C -12.149 2.775 3.111
Cl -12.971 3.076 1.577
Cl -12.505 1.136 3.657
Cl -10.404 2.958 2.888
Cl -12.705 3.935 4.319
C 12.083 -5.834 2.317
Cl 13.741 -5.249 2.468
Cl 11.142 -5.305 3.717
Cl 11.356 -5.175 0.842
Cl 12.081 -7.593 2.234
C -6.659 -3.040 -6.114
Cl -7.467 -1.793 -7.061
Cl -6.282 -2.398 -4.510
Cl -7.718 -4.442 -5.948
Cl -5.165 -3.522 -6.924
C 4.484 -3.184 -1.934
Cl 5.635 -1.842 -2.131
Cl 5.190 -4.385 -0.858
Cl 2.989 -2.553 -1.220
Cl 4.130 -3.900 -3.493

Question: Look up the E of the first one.
Answer: -4892.673557 hartree